DFT (ωB97M-V with the def2-TZVPD basis set) results for C19H18AsF10N3NaO4 as an isolated structure.

The geometry in XYZ format:
```
56
Properties=species:S:1:pos:R:3
Na -0.0789 0.2106 -0.9784
C -2.7387 1.9375 -1.6312
C -3.3019 0.5568 -1.3071
N -2.7749 -0.0280 -0.0708
C -3.3211 -1.3817 0.0760
C -2.6188 -2.4453 -0.7429
C -3.0989 0.7992 1.0698
C -2.2491 0.4225 2.2774
N -0.9422 1.0180 2.1247
C 0.1612 0.4851 2.6303
C 1.3445 1.2810 2.4779
F 1.2576 2.4584 1.8746
C 2.5656 0.8558 2.9429
F 3.6519 1.6464 2.7772
C 2.7072 -0.3728 3.5631
C 1.5878 -1.1720 3.7298
F 1.7050 -2.3309 4.3750
C 0.3523 -0.7771 3.2788
F -0.6736 -1.6041 3.4867
H -2.8514 2.1333 -2.6971
H -1.6729 2.0079 -1.4119
H -3.2309 2.7393 -1.0791
H -3.0499 -0.1303 -2.1139
H -4.4106 0.5984 -1.2541
H -4.4010 -1.3503 -0.1803
H -3.2787 -1.6650 1.1286
H -2.7195 -2.2767 -1.8121
H -3.0609 -3.4181 -0.5133
H -1.5591 -2.4832 -0.5022
H -4.1771 0.7349 1.3241
H -2.8950 1.8384 0.8198
H -2.2569 -0.6520 2.4466
H -2.6888 0.8865 3.1748
H 3.6786 -0.7266 3.8724
O 2.4458 -2.9034 1.0120
C 1.8590 -1.9564 0.4603
O 0.6244 -1.7812 0.3284
C 2.7521 -0.7950 0.0030
C 4.1345 -0.8088 0.1306
C 4.8324 0.3459 -0.1902
C 4.1430 1.4722 -0.6090
C 2.7595 1.3963 -0.7229
N 2.1170 0.2739 -0.4406
C 1.8872 2.5998 -1.1280
O 2.5078 3.6471 -1.3696
O 0.6529 2.3944 -1.1404
H 4.6161 -1.7079 0.4909
H 5.9124 0.3728 -0.0958
H 4.6277 2.4079 -0.8477
F -0.7973 -0.9533 -2.5635
As -0.1007 -0.6785 -4.1754
F 0.9468 -2.0430 -3.9418
F 1.0649 0.3481 -3.4101
F 0.5661 -0.3754 -5.7522
F -1.1877 0.6791 -4.3424
F -1.3249 -1.7304 -4.8518
```

Results
Expectation value of S²: 0.801
HOMO level (alpha / beta), eV: -2.892 / -2.893
DFT total energy, hartree: -4597.078064
Spin multiplicity: 2
Net charge: -2

Atomic partial charges in e from the Löwdin method, atoms 1 to 8:
1. Na 0.29
2. C -0.07
3. C -0.25
4. N -0.17
5. C -0.25
6. C -0.07
7. C -0.20
8. C -0.20